C28H35N5P2STi | ωB97M-V/def2-TZVPD

The geometry in XYZ format:
```
72
Properties=species:S:1:pos:R:3:forces:R:3
Ti 2.982 2.088 3.165 3.4 3.5 0.8
C 3.208 -0.074 4.033 0.3 -2.3 -2.0
C 3.098 0.077 2.643 0.5 -1.6 1.6
C 1.786 -0.051 1.883 -0.1 -0.6 -0.3
C 0.801 1.136 1.731 0.1 0.3 -0.8
C 0.898 2.210 2.792 -1.7 -0.7 1.9
C 0.952 1.877 4.155 -2.3 1.2 -1.3
C 0.780 0.519 4.756 0.0 -0.7 0.7
C 2.036 -0.422 4.868 -0.7 0.4 1.1
C 4.105 3.083 1.833 0.4 0.3 0.0
H 4.194 -0.275 4.455 -0.1 0.4 -0.1
H 4.002 0.021 2.017 0.0 0.2 0.5
H 1.215 -0.892 2.303 0.4 0.2 0.1
H 2.087 -0.342 0.867 -0.2 0.0 0.3
H 0.908 1.548 0.708 -0.1 0.1 0.6
H -0.222 0.719 1.752 0.2 0.2 0.1
H 0.707 3.250 2.495 0.3 -0.1 0.3
H 0.910 2.700 4.877 0.1 -0.1 -0.4
H -0.029 -0.058 4.276 0.2 0.6 -0.2
H 0.443 0.699 5.794 0.1 -0.1 -0.5
H 2.293 -0.495 5.935 0.2 0.1 -0.5
H 1.695 -1.434 4.594 0.3 0.1 -0.2
H 4.916 3.546 2.430 -0.4 -0.2 -0.1
H 3.589 3.877 1.271 -0.1 -0.3 0.1
H 4.564 2.350 1.149 -0.2 0.0 0.1
P -1.578 0.852 -1.785 -3.4 1.4 -2.5
P 0.286 -1.683 -2.025 -0.9 -3.4 -0.8
N -3.018 1.440 -1.004 0.0 0.5 1.3
N -1.998 1.750 -3.340 1.4 -0.2 0.4
N -0.389 -2.726 -0.759 0.1 0.5 1.1
N 1.025 -3.020 -2.899 0.7 0.5 -0.5
C -2.340 -0.755 -2.329 0.4 -0.2 0.1
C -1.292 -1.641 -3.012 0.1 0.6 -0.1
C -2.951 2.301 0.102 -1.2 -0.4 -0.1
C -4.246 2.615 0.501 0.8 -0.5 -0.6
C -5.140 1.957 -0.411 1.1 -0.3 -0.3
C -4.363 1.259 -1.323 0.0 0.4 1.0
C -1.144 2.720 -3.879 -0.7 -0.1 -0.6
C -1.696 3.193 -5.064 0.5 -0.3 0.7
C -2.912 2.483 -5.278 0.1 -0.5 1.1
C -3.093 1.632 -4.193 0.7 0.4 -0.7
C 0.034 -2.571 0.563 -0.9 -0.5 -0.1
C -0.793 -3.321 1.393 0.6 0.5 -0.6
C -1.730 -3.993 0.551 0.3 0.4 -0.5
C -1.461 -3.611 -0.753 0.2 0.2 0.7
C 0.554 -4.314 -3.159 0.8 0.1 -0.5
C 1.442 -4.943 -4.019 -0.4 1.0 0.6
C 2.477 -4.002 -4.332 -0.4 0.5 0.4
C 2.199 -2.835 -3.646 -0.3 -0.8 0.0
H -3.166 -0.560 -3.020 0.3 0.0 0.2
H -2.777 -1.263 -1.456 0.3 0.2 -0.1
H -1.709 -2.642 -3.182 0.4 0.2 0.0
H -1.014 -1.232 -3.995 -0.1 -0.1 0.2
H -1.981 2.581 0.495 -0.2 0.1 0.0
H -4.522 3.224 1.351 0.0 0.0 -0.2
H -6.221 1.978 -0.393 0.2 0.0 0.0
H -4.661 0.637 -2.152 0.0 0.1 0.3
H -0.226 2.975 -3.361 -0.2 0.0 -0.2
H -1.273 3.968 -5.701 -0.1 -0.3 0.2
H -3.579 2.568 -6.121 0.0 0.1 0.1
H -3.913 0.967 -3.984 0.1 0.1 -0.2
H 0.924 -1.987 0.750 -0.3 -0.3 -0.1
H -0.729 -3.368 2.475 0.0 -0.2 -0.2
H -2.507 -4.680 0.863 0.2 0.1 -0.1
H -1.927 -3.925 -1.676 -0.1 0.1 0.3
H -0.362 -4.680 -2.719 0.3 0.0 -0.1
H 1.356 -5.956 -4.387 0.0 0.1 0.1
H 3.318 -4.170 -4.992 -0.1 0.1 0.1
H 2.706 -1.878 -3.605 0.0 -0.2 -0.1
S 4.751 3.336 7.328 -1.0 -0.5 -2.0
C 4.098 2.972 5.939 1.4 0.8 2.8
N 3.620 2.689 4.861 -1.2 -1.3 -2.7
```
Positions in Å, forces in eV/Å.

Output
- Calculated total energy: -89561.738 eV
- Energy relative to the best compared isomer or geometry (same formula, charge and spin): 7.5 kcal/mol
- Total charge: +2
- LUMO level (spin up / spin down): -9.92 / -9.92 eV

Want to see where the charge sits? The Löwdin charges in e are:
1 Ti 1.05
2 C -0.08
3 C -0.19
4 C -0.16
5 C -0.14
6 C -0.17
7 C -0.11
8 C -0.11
9 C -0.12
10 C -0.10
11 H 0.15
12 H 0.15
13 H 0.11
14 H 0.13
15 H 0.13
16 H 0.15
17 H 0.16
18 H 0.14
19 H 0.15
20 H 0.14
21 H 0.14
22 H 0.16
23 H 0.06
24 H 0.06
25 H 0.06
26 P 1.06
27 P 1.03
28 N -0.30
29 N -0.24
30 N -0.26
31 N -0.29
32 C -0.40
33 C -0.39
34 C -0.17
35 C -0.09
36 C -0.06
37 C -0.13
38 C -0.17
39 C -0.09
40 C -0.07
41 C -0.15
42 C -0.18
43 C -0.09
44 C -0.06
45 C -0.14
46 C -0.13
47 C -0.07
48 C -0.09
49 C -0.16
50 H 0.06
51 H 0.09
52 H 0.07
53 H 0.09
54 H 0.07
55 H 0.09
56 H 0.10
57 H 0.09
58 H 0.08
59 H 0.10
60 H 0.10
61 H 0.08
62 H 0.05
63 H 0.09
64 H 0.11
65 H 0.10
66 H 0.08
67 H 0.10
68 H 0.10
69 H 0.09
70 S 0.94
71 C -0.79
72 N -0.04